Molecular formula: C4H4N2O2
Method: DFT, ωB97M-V/def2-TZVPD

Last column: Löwdin charge in e.
Positions of all 12 atoms, in Å:
C -1.219 0.684 -0.518  -0.03
C 1.580 -0.752 -0.508  -0.32
C 0.000 0.288 0.251  -0.35
N 1.314 -1.837 0.164  0.20
N 0.757 0.989 0.986  0.17
C 0.155 -1.476 0.709  -0.41
O 2.270 -0.245 -1.302  0.23
O -0.742 -1.939 1.310  0.16
H 0.492 1.976 1.041  0.08
H -2.081 0.114 -0.166  0.09
H -1.082 0.453 -1.576  0.09
H -1.444 1.745 -0.390  0.08

Output
Relative energy (zero: lowest compared OMol25 entry of this formula, charge and spin), kcal/mol: 75.71
2S+1: 1
Strongest force on any atom, eV/A: 3.48
HOMO energy, eV: -9.5